[1]
Formula: C4H8NO2
Source: the Open Molecules 2025 dataset
Level of theory: ωB97M-V with the def2-TZVPD basis set

- Total charge: -1
- Structure (SMILES): CCC(=O)NC[O-]
- Energy relative to the best compared isomer or geometry (same formula, charge and spin): 85.5 kcal/mol
- Multiplicity: 1

XYZ file:
```
15
Properties=species:S:1:pos:R:3:forces:R:3:lowdin_charge:R:1
O -1.341177 -1.305133 0.694076 0.06 0.00 -1.54 -0.0200
C -0.300544 -0.706213 0.400255 0.74 0.97 3.13 -0.5939
N 0.752966 -1.146205 -0.290321 -1.04 -2.07 -3.47 0.0635
C 0.424336 -1.684542 -1.908014 -0.85 0.33 -0.81 -0.4768
O 0.888655 -2.845500 -2.287312 -0.90 1.88 0.89 -0.2743
C -0.053550 0.560841 1.289659 3.63 1.13 -1.12 -0.1694
C -0.640932 1.977745 0.927215 -0.96 -0.17 0.83 -0.1304
H 1.744052 -1.041861 -0.475410 -0.51 1.33 1.39 0.0969
H 0.751750 -0.740910 -2.417773 1.68 -0.23 0.06 0.0552
H -0.654134 -1.287498 -2.026571 -0.02 -1.92 0.80 0.0826
H -0.185839 0.264230 2.351226 -0.37 0.46 -0.67 0.0938
H 1.144219 0.701261 1.156112 -2.51 -0.11 0.58 0.1210
H -1.704931 2.117193 1.158429 -0.03 -0.61 0.37 0.0524
H -0.656248 2.366582 -0.087695 0.79 -0.74 -0.51 0.0533
H -0.168622 2.770009 1.516121 0.28 -0.24 0.08 0.0460
```
Positions in Å, forces in eV/Å.

[2]
Formula: C8H12N2
Source: the Open Molecules 2025 dataset
Level of theory: ωB97M-V with the def2-TZVPD basis set

- Energy relative to the best compared isomer or geometry (same formula, charge and spin): 167.7 kcal/mol
- Multiplicity: 1

XYZ file:
```
22
Properties=species:S:1:pos:R:3:forces:R:3:lowdin_charge:R:1
C -1.068808 0.762899 -1.064622 1.63 -1.23 0.85 -0.1206
C -0.034084 1.795961 1.704151 0.64 1.34 -1.79 -0.1063
C -2.589947 2.247075 0.043403 -0.79 -0.20 -0.08 0.0555
C 0.311809 0.712539 -0.490395 3.13 1.24 1.02 -0.2760
C 0.401741 1.991258 0.313961 -0.28 -3.14 2.24 -0.2709
C 1.279885 -2.813977 -0.314063 -2.06 1.36 0.05 -0.0801
C 0.604722 -0.549855 0.394843 0.27 0.98 -5.06 -0.1426
C 0.334757 -1.682323 -0.659079 2.34 0.95 1.31 -0.2449
N -2.039018 1.236934 -0.417120 -0.85 2.90 0.55 -0.0375
N 1.187963 2.041194 1.593970 0.23 -0.31 0.79 0.1707
H -1.301555 0.188440 -1.870144 -0.62 -1.47 -2.46 0.0925
H -0.896592 1.571382 2.272166 -0.22 -0.07 1.15 0.1086
H -3.351321 2.280489 0.837503 0.44 -0.73 -0.03 0.0308
H 0.232156 2.853716 -0.190930 -0.41 2.71 -1.23 0.0942
H 1.259018 0.735306 -1.175917 -2.31 -0.11 0.14 0.1788
H 2.132681 -2.639696 -0.890117 1.84 -0.22 -0.20 0.0679
H 0.790770 -3.700237 -0.532396 -0.36 -2.16 -0.55 0.0512
H 1.302576 -2.673721 0.734225 1.22 -0.75 1.13 0.0635
H 1.618327 -0.530195 0.746270 0.65 0.04 -0.04 0.1111
H 0.002769 -0.534759 1.220510 -1.91 -0.55 2.07 0.0752
H -0.653735 -1.919304 -0.568354 -2.71 -1.02 0.22 0.0753
H 0.475886 -1.373125 -1.687868 0.15 0.44 -0.10 0.1035
```
Positions in Å, forces in eV/Å.

[3]
Formula: C35H51F12O14PSi
Source: the Open Molecules 2025 dataset
Level of theory: ωB97M-V with the def2-TZVPD basis set

- Structure (SMILES): CCOP(=O)(CC[C@@H](CC(=O)c1ccccc1)OC(=O)[Si](C)(C)C)OCC.CCOC(=O)C(F)(F)F.CCOC(=O)C(F)(F)F.CCOC(=O)C(F)(F)F.CCOC(=O)C(F)(F)F
- Energy relative to the best compared isomer or geometry (same formula, charge and spin): 0.0 kcal/mol
- Multiplicity: 1

XYZ file:
```
114
Properties=species:S:1:pos:R:3:forces:R:3:lowdin_charge:R:1
C 5.746063 -0.452048 4.334788 0.02 0.06 -0.28 -0.0607
C 4.895625 0.442603 3.447539 0.20 -0.05 -0.05 -0.2547
O 3.515905 -0.009980 3.420696 0.11 0.25 -0.02 -0.2208
P 3.106203 -0.903667 2.171478 0.01 -0.63 -0.38 0.4700
O 4.021356 -2.005608 1.839812 -0.14 0.23 0.04 -0.2453
C 1.444778 -1.449203 2.554637 -0.27 -0.14 0.25 -0.1770
C 0.566280 -0.507597 3.400446 0.04 0.45 -0.21 -0.1234
C -0.819946 -0.288785 2.783298 0.51 -0.32 0.19 -0.3024
C -1.785797 -1.407741 3.178193 -0.17 -0.26 -0.07 -0.0537
C -1.321083 -2.763957 2.667265 0.10 0.00 0.18 -0.3365
O -0.911236 -3.594236 3.453166 -0.15 0.11 -0.16 0.0825
C -1.354710 -3.056046 1.202955 -0.13 -0.09 -0.18 -0.1547
C -0.829801 -4.271965 0.761534 0.06 0.02 -0.13 -0.0087
C -0.817901 -4.584185 -0.589342 -0.08 0.15 0.08 -0.0539
C -1.332423 -3.681339 -1.517309 -0.01 -0.11 0.14 -0.0608
C -1.872172 -2.477600 -1.086333 0.04 0.01 0.08 -0.0602
C -1.892136 -2.169832 0.267102 0.00 -0.06 0.03 -0.0275
O -1.314059 1.030766 3.079630 -0.56 -0.18 -0.36 -0.0426
C -2.287468 1.194917 4.041611 0.08 0.07 0.25 -0.4875
O -2.135305 0.811220 5.168869 0.00 -0.25 0.01 0.0944
Si -3.830518 2.132494 3.393364 -0.08 0.79 -0.26 0.5806
C -3.194450 3.828426 2.907198 0.35 -0.34 0.16 -0.1668
C -4.529043 1.241671 1.902456 0.22 -0.52 0.50 -0.1620
C -5.101992 2.348110 4.734227 -0.17 0.02 -0.09 -0.1715
O 2.927693 0.092371 0.926995 0.09 0.27 0.39 -0.1962
C 2.691186 1.502904 1.095122 -0.06 0.20 -0.23 -0.2676
C 1.795425 1.990968 -0.030826 0.08 -0.08 0.17 -0.0615
H 6.773598 -0.442593 3.964808 0.00 0.08 0.17 0.0815
H 5.393766 -1.478905 4.243920 0.00 0.01 0.08 0.0724
H 5.732179 -0.127491 5.373620 -0.06 -0.12 0.02 0.0749
H 5.298882 0.446052 2.430584 -0.11 -0.06 0.01 0.1115
H 4.874272 1.476598 3.790845 -0.07 -0.04 0.06 0.1192
H 0.993725 -1.620578 1.570770 0.07 -0.03 0.02 0.1022
H 1.528754 -2.431104 3.020916 0.02 0.08 0.01 0.0667
H 0.475401 -0.872960 4.424221 0.01 0.02 -0.01 0.1327
H 1.019488 0.483930 3.459401 0.02 -0.08 0.08 0.1031
H -0.694755 -0.289802 1.697402 -0.06 0.15 0.04 0.1334
H -2.796687 -1.236855 2.788153 0.09 0.18 0.02 0.1273
H -1.834505 -1.493987 4.263173 -0.06 0.05 -0.07 0.1279
H -0.429428 -4.966342 1.488990 -0.02 0.05 0.03 0.1171
H -0.411169 -5.533145 -0.914359 0.00 0.03 -0.04 0.1082
H -1.328597 -3.929132 -2.568868 0.02 0.05 0.07 0.0797
H -2.274912 -1.770474 -1.800275 -0.03 -0.05 -0.02 0.1051
H -2.345870 -1.238366 0.582776 0.04 -0.01 0.03 0.0998
H -2.474348 3.750850 2.088942 -0.14 0.08 -0.07 0.0272
H -2.644497 4.245597 3.756318 -0.14 0.14 -0.03 0.0413
H -4.006113 4.503176 2.634633 0.04 0.04 -0.04 0.0343
H -5.185415 1.879738 1.314513 0.06 0.00 -0.07 0.0250
H -3.704748 0.859765 1.294266 -0.10 0.19 -0.20 0.0215
H -5.095530 0.369969 2.246337 -0.08 0.05 -0.12 0.0355
H -5.808617 3.105547 4.376366 0.02 -0.04 0.03 0.0354
H -4.668576 2.725683 5.661001 0.03 -0.11 0.01 0.0388
H -5.682186 1.446623 4.936765 0.12 -0.02 0.10 0.0345
H 3.655027 2.017950 1.060980 0.01 -0.10 -0.03 0.1173
H 2.245714 1.712765 2.068596 0.01 -0.06 0.00 0.1058
H 0.746532 1.766807 0.170676 0.02 -0.06 -0.04 0.0678
H 1.899443 3.072203 -0.138114 -0.05 -0.04 -0.03 0.0793
H 2.091137 1.505777 -0.961408 -0.01 0.10 -0.02 0.0818
C 3.165330 -4.348125 -6.732099 -0.10 0.05 0.16 -0.0574
C 1.950542 -4.688972 -7.564871 0.26 -0.07 -0.20 -0.1881
O 0.747510 -4.703057 -6.761117 -0.05 0.02 0.03 0.0350
C 0.215029 -3.523756 -6.495790 0.01 -0.13 0.00 -0.4081
O 0.597138 -2.450194 -6.850353 0.02 0.12 -0.03 0.1740
C -1.063130 -3.715062 -5.652004 -0.02 0.02 0.01 -0.5434
F -0.860372 -4.573557 -4.643623 0.01 -0.04 -0.10 0.1509
F -2.050192 -4.196495 -6.415570 -0.01 -0.02 -0.01 0.1729
F -1.460229 -2.555783 -5.135839 -0.01 0.02 0.02 0.1676
H 3.258332 -5.037785 -5.893096 0.03 -0.04 -0.04 0.0851
H 4.062985 -4.420785 -7.345028 0.00 -0.01 -0.02 0.0842
H 3.100062 -3.335610 -6.336546 0.01 0.02 -0.05 0.0795
H 2.019886 -5.695877 -7.969150 -0.08 -0.02 0.06 0.1253
H 1.817346 -3.993553 -8.392464 -0.05 0.07 0.06 0.1257
C -3.707978 8.537587 -1.994077 0.11 -0.14 -0.06 -0.0575
C -4.712238 7.715163 -1.219271 -0.11 0.31 0.03 -0.1878
O -4.531711 6.299804 -1.459399 0.00 -0.05 0.00 0.0349
C -3.557812 5.717019 -0.783361 -0.08 0.01 -0.05 -0.4078
O -2.817737 6.213427 0.010753 0.06 0.03 0.06 0.1712
C -3.514669 4.215555 -1.136430 0.15 -0.09 0.00 -0.5444
F -3.579941 4.017078 -2.457128 -0.14 0.03 0.03 0.1592
F -4.545168 3.580061 -0.563567 -0.07 0.01 -0.03 0.1617
F -2.388995 3.663218 -0.693384 0.02 0.00 0.03 0.1642
H -3.765453 8.306255 -3.057792 -0.05 0.04 0.00 0.0848
H -3.916316 9.597832 -1.855517 -0.02 0.01 0.00 0.0844
H -2.692146 8.339580 -1.655100 -0.01 0.02 0.05 0.0786
H -5.727616 7.920296 -1.549365 0.00 -0.09 -0.03 0.1256
H -4.652728 7.904878 -0.148380 0.08 -0.07 0.01 0.1260
C 1.817402 -4.548236 4.852892 0.17 -0.04 0.18 -0.0536
C 2.522613 -5.018849 3.601209 -0.32 0.05 -0.13 -0.1858
O 3.957676 -5.039180 3.777720 0.05 -0.02 0.03 0.0394
C 4.451528 -6.078646 4.420923 -0.02 0.10 -0.09 -0.4093
O 3.858755 -7.018730 4.861347 -0.02 -0.09 0.05 0.1664
C 5.988824 -5.947226 4.505753 -0.08 -0.01 0.01 -0.5502
F 6.353467 -4.720798 4.890749 0.04 0.02 0.02 0.1646
F 6.531364 -6.188780 3.305437 0.04 0.00 -0.02 0.1670
F 6.482756 -6.824268 5.373182 0.04 -0.02 0.02 0.1704
H 2.196962 -3.571900 5.161591 -0.02 0.03 -0.06 0.0851
H 0.746670 -4.466132 4.674212 0.06 -0.01 -0.03 0.0572
H 1.981735 -5.245370 5.674468 -0.01 -0.03 -0.03 0.0810
H 2.364193 -4.337162 2.768660 0.14 0.02 -0.01 0.1044
H 2.185635 -6.009474 3.296695 0.08 -0.06 0.09 0.1274
C -1.065861 2.779227 -3.987640 0.25 0.11 -0.03 -0.0590
C -1.030427 2.576941 -5.485590 -0.20 -0.29 0.11 -0.1823
O -0.403827 3.696099 -6.151031 0.04 0.05 -0.04 0.0342
C 0.918823 3.716069 -6.134490 -0.11 0.02 -0.04 -0.4060
O 1.653047 2.914545 -5.641504 0.08 -0.04 0.04 0.1738
C 1.424782 4.954353 -6.907459 -0.01 -0.05 0.06 -0.5526
F 0.757951 6.056020 -6.548389 0.01 0.04 -0.01 0.1654
F 1.249201 4.768856 -8.222042 0.00 0.02 -0.04 0.1672
F 2.716569 5.149244 -6.677169 0.04 0.02 -0.02 0.1761
H -1.551365 3.720782 -3.744976 -0.08 0.00 0.00 0.0670
H -1.615401 1.965823 -3.514968 -0.03 0.00 -0.01 0.0844
H -0.057827 2.800077 -3.574111 0.00 -0.07 -0.01 0.0785
H -2.035111 2.538924 -5.900379 0.02 0.09 -0.04 0.1261
H -0.512286 1.658703 -5.760081 0.10 0.06 0.00 0.1269
```
Positions in Å, forces in eV/Å.